{"formula": "C9H19MnO15S2", "method": "the ωB97M-V functional and the def2-TZVPD basis", "species": ["Mn", "O", "C", "O", "O", "H", "O", "C", "O", "O", "H", "O", "C", "O", "O", "H", "O", "S", "O", "O", "C", "C", "C", "H", "H", "H", "H", "H", "H", "H", "H", "O", "S", "O", "O", "C", "C", "C", "H", "H", "H", "H", "H", "H", "H", "H"], "xyz": [[-19.536, 14.673, 20.982], [-21.501, 16.811, 17.803], [-20.490, 16.753, 18.754], [-19.601, 17.594, 18.867], [-20.670, 15.798, 19.597], [-21.838, 15.927, 18.054], [-15.430, 15.696, 21.555], [-16.550, 16.281, 20.995], [-16.422, 17.395, 20.494], [-17.619, 15.588, 21.055], [-15.911, 14.950, 21.966], [-21.456, 11.714, 22.844], [-20.765, 12.561, 22.068], [-21.267, 13.259, 21.161], [-19.534, 12.813, 22.244], [-22.273, 11.547, 22.356], [-21.095, 17.703, 24.236], [-21.278, 17.080, 22.936], [-20.333, 16.127, 22.448], [-22.729, 16.388, 22.843], [-23.778, 16.635, 23.761], [-24.543, 17.903, 23.433], [-21.519, 18.309, 21.602], [-23.622, 16.581, 24.838], [-24.473, 15.816, 23.555], [-24.798, 17.998, 22.379], [-23.950, 18.764, 23.755], [-25.462, 18.002, 24.015], [-21.931, 19.213, 22.062], [-22.240, 17.950, 20.873], [-20.621, 18.706, 21.128], [-18.587, 12.243, 17.122], [-19.425, 13.085, 17.947], [-19.045, 13.388, 19.313], [-19.731, 14.481, 17.159], [-19.138, 14.640, 15.865], [-19.629, 15.887, 15.199], [-21.094, 12.380, 17.898], [-19.179, 13.711, 15.290], [-18.059, 14.734, 16.047], [-20.720, 15.829, 15.261], [-19.360, 15.841, 14.143], [-19.260, 16.814, 15.628], [-21.051, 11.421, 18.404], [-21.268, 12.249, 16.832], [-21.737, 13.156, 18.304]], "spin_multiplicity": 6, "s_squared": 8.752, "e_lumo_ev": [2.30, 2.30], "charge": -1}

=====

{"formula": "C9H19N2O5", "method": "the ωB97M-V functional and the def2-TZVPD basis", "species": ["C", "C", "O", "C", "O", "N", "C", "C", "C", "O", "C", "C", "N", "C", "O", "O", "H", "H", "H", "H", "H", "H", "H", "H", "H", "H", "H", "H", "H", "H", "H", "H", "H", "H", "H"], "xyz": [[2.487, -2.087, 0.079], [0.982, -2.335, 0.250], [0.741, -3.746, 0.449], [0.215, -1.911, -0.987], [0.102, -0.522, -1.160], [-0.507, 0.089, -0.009], [-0.014, 1.450, -0.055], [1.496, 1.522, 0.098], [1.921, 2.815, 0.801], [2.179, 1.439, -1.148], [-1.970, 0.000, -0.223], [-2.780, 0.916, 0.679], [-2.840, 0.472, 2.081], [-2.398, 0.210, -1.695], [-2.925, -0.794, -2.250], [-2.205, 1.364, -2.166], [2.999, -3.039, 0.044], [2.682, -1.574, -0.855], [2.872, -1.503, 0.903], [0.610, -1.865, 1.143], [0.943, -4.173, -0.387], [-0.764, -2.383, -1.040], [0.772, -2.268, -1.851], [-0.306, 1.958, -0.976], [-0.423, 2.011, 0.772], [1.850, 0.691, 0.695], [1.137, 3.568, 0.814], [2.763, 3.242, 0.275], [2.235, 2.654, 1.828], [1.544, 1.551, -1.857], [-2.260, -1.012, 0.043], [-3.791, 0.879, 0.291], [-2.474, 1.951, 0.619], [-2.168, 0.955, 2.655], [-2.703, -0.523, 2.139]], "smiles": "C[C@H](O)CON(C[C@H](C)O)[C@@H](CN)C(=O)[O-]", "e_lumo_ev": 3.12, "charge": -1}

=====

{"formula": "C9H19N3", "method": "the ωB97M-V functional and the def2-TZVPD basis", "species": ["C", "C", "C", "C", "C", "C", "C", "C", "C", "N", "N", "N", "H", "H", "H", "H", "H", "H", "H", "H", "H", "H", "H", "H", "H", "H", "H", "H", "H", "H", "H"], "xyz": [[1.522, 1.553, -3.027], [1.067, 3.422, 0.912], [-0.705, -0.387, 2.003], [-2.799, -1.152, -0.184], [-0.687, -1.956, -1.284], [-1.365, -2.989, 0.875], [3.023, 1.957, 0.831], [1.313, 1.634, -0.598], [-1.395, -1.693, 0.067], [1.439, 1.707, -1.829], [1.731, 2.457, 0.371], [-0.735, -0.535, 0.748], [0.757, 2.122, -3.690], [2.592, 1.359, -3.492], [0.004, 3.476, 0.736], [1.425, 3.953, 1.806], [-0.907, -1.284, 2.654], [-0.607, 0.514, 2.518], [-3.232, -0.958, 0.801], [-2.888, -0.296, -0.901], [-3.455, -2.095, -0.594], [-0.742, -0.951, -1.728], [-1.265, -2.663, -1.972], [0.264, -2.523, -1.043], [-0.283, -3.314, 0.858], [-1.924, -3.003, 1.845], [-1.817, -3.765, 0.247], [3.562, 1.047, 0.358], [2.884, 1.492, 1.848], [3.896, 2.760, 0.885], [-0.673, 0.110, -0.022]], "e_lumo_ev": -7.88, "charge": 2}

=====

{"formula": "C9H19N3O3S", "method": "the ωB97M-V functional and the def2-TZVPD basis", "species": ["N", "C", "C", "C", "C", "C", "N", "C", "O", "N", "C", "C", "S", "C", "O", "O", "H", "H", "H", "H", "H", "H", "H", "H", "H", "H", "H", "H", "H", "H", "H", "H", "H", "H", "H"], "xyz": [[0.862, -1.465, 4.858], [0.527, -2.401, 3.795], [0.404, -1.693, 2.455], [-0.768, -0.704, 2.402], [-0.994, -0.092, 1.016], [0.104, 0.884, 0.597], [0.154, 1.998, 1.514], [-0.164, 1.343, -0.843], [-0.740, 2.386, -1.097], [0.254, 0.486, -1.828], [-0.171, 0.713, -3.200], [0.630, 1.848, -3.866], [-0.159, 2.478, -5.383], [-0.026, -0.579, -4.002], [0.445, -0.669, -5.107], [-0.487, -1.639, -3.300], [0.993, -1.985, 5.738], [0.088, -0.828, 5.024], [-0.420, -2.966, 3.968], [1.317, -3.136, 3.721], [0.278, -2.442, 1.649], [1.310, -1.200, 2.267], [-1.699, -1.257, 2.697], [-0.580, 0.088, 3.112], [-1.968, 0.450, 1.003], [-1.115, -0.885, 0.273], [1.062, 0.353, 0.608], [1.029, 2.514, 1.374], [-0.560, 2.639, 1.274], [0.548, -0.432, -1.573], [-1.230, 0.958, -3.207], [1.621, 1.551, -4.143], [0.703, 2.659, -3.138], [-0.887, 3.424, -4.787], [-0.360, -2.394, -3.872]], "smiles": "NCCCC[C@H](N)C(=O)N[C@@H](CS)C(=O)O", "e_lumo_ev": 0.41}

=====

{"formula": "C9H19N3O7PS2SeSn", "method": "the ωB97M-V functional and the def2-TZVPD basis", "species": ["Sn", "C", "C", "O", "P", "S", "S", "O", "C", "C", "H", "H", "H", "H", "H", "H", "H", "H", "H", "H", "O", "Se", "O", "O", "O", "C", "H", "H", "C", "N", "C", "C", "O", "N", "C", "N", "H", "H", "H", "H", "H", "H", "H"], "xyz": [[1.503, 1.585, -0.437], [1.438, -4.590, 1.079], [1.104, -3.314, 0.334], [0.151, -2.540, 1.067], [0.569, -1.371, 2.081], [-0.259, 0.351, 1.507], [2.477, -1.386, 2.548], [-0.326, -1.906, 3.342], [-0.355, -1.095, 4.512], [-0.224, -1.997, 5.722], [2.126, -5.199, 0.486], [0.533, -5.172, 1.270], [1.914, -4.352, 2.030], [0.636, -3.515, -0.628], [1.996, -2.718, 0.143], [-1.298, -0.542, 4.521], [0.462, -0.370, 4.487], [-1.009, -2.755, 5.721], [-0.303, -1.413, 6.643], [0.744, -2.498, 5.704], [2.735, 5.083, -0.037], [1.661, 4.837, -1.215], [0.127, 4.501, -0.424], [1.953, 3.434, -2.022], [1.336, 6.090, -2.173], [0.133, 3.238, 0.302], [0.382, 3.437, 1.347], [-0.896, 2.874, 0.265], [-2.765, 0.848, -4.172], [-1.411, 0.683, -3.702], [-1.008, -0.658, -3.341], [0.087, -0.419, -2.308], [0.845, -1.293, -1.898], [0.025, 0.875, -1.928], [-1.019, 1.518, -2.611], [-1.023, 2.898, -2.888], [-2.881, 0.397, -5.162], [-2.980, 1.913, -4.242], [-3.496, 0.383, -3.490], [-0.638, -1.246, -4.183], [-1.828, -1.219, -2.857], [-1.064, 3.446, -2.038], [-0.154, 3.176, -3.350]], "spin_multiplicity": 2, "s_squared": 0.756, "e_lumo_ev": [4.80, 4.80], "charge": -2}

=====

{"formula": "C9H19N4", "method": "the ωB97M-V functional and the def2-TZVPD basis", "species": ["C", "C", "C", "C", "C", "C", "C", "C", "C", "N", "N", "N", "N", "H", "H", "H", "H", "H", "H", "H", "H", "H", "H", "H", "H", "H", "H", "H", "H", "H", "H", "H"], "xyz": [[-0.840, 1.269, 0.918], [0.454, 1.520, 0.580], [1.241, 0.657, -0.256], [-1.762, 0.173, 0.496], [0.460, -0.264, -1.212], [-0.985, -0.769, -0.198], [1.271, 2.753, 1.085], [-2.945, 0.756, -0.274], [0.015, 0.571, -2.365], [2.502, 0.713, -0.223], [1.173, -1.490, -1.574], [-1.243, -1.971, -0.487], [1.682, -1.382, 1.896], [-1.337, 1.933, 1.646], [-2.331, -0.306, 1.385], [1.687, 2.354, 2.014], [0.570, 3.640, 1.135], [1.891, 2.783, 0.277], [-2.695, 1.636, -0.940], [-3.689, 1.171, 0.538], [-3.513, -0.106, -0.735], [-0.968, 0.940, -2.224], [-0.204, -0.205, -3.131], [0.726, 1.314, -2.751], [3.093, 0.076, -0.734], [1.843, -1.690, -0.898], [1.540, -1.631, -2.513], [-0.486, -2.486, -1.086], [-2.160, -2.458, -0.263], [1.299, -1.226, 2.829], [2.527, -0.870, 1.874], [2.031, -2.365, 1.811]], "e_lumo_ev": -3.54, "charge": 1}

=====

{"formula": "C9H19NSi", "method": "the ωB97M-V functional and the def2-TZVPD basis", "species": ["C", "C", "C", "C", "C", "C", "C", "C", "C", "N", "Si", "H", "H", "H", "H", "H", "H", "H", "H", "H", "H", "H", "H", "H", "H", "H", "H", "H", "H", "H"], "xyz": [[-1.997, 0.034, -1.258], [-1.320, -0.356, -0.181], [-3.413, 0.567, -0.797], [-2.013, -0.377, 1.066], [-3.504, -0.064, 0.618], [0.659, -2.248, -0.978], [2.223, 1.502, -1.443], [3.490, -0.369, 0.663], [1.148, 1.378, 1.522], [0.794, -1.077, -0.084], [1.799, 0.282, -0.043], [-1.734, -0.081, -2.294], [-3.533, 1.688, -0.783], [-4.302, 0.234, -1.259], [-1.817, -1.362, 1.569], [-1.569, 0.392, 1.832], [-4.124, 0.597, 1.384], [-4.083, -1.050, 0.581], [0.769, -2.043, -1.978], [1.289, -3.047, -0.642], [-0.275, -2.685, -0.625], [2.761, 2.342, -1.000], [2.825, 1.063, -2.147], [1.252, 1.784, -1.752], [3.610, -1.026, 1.600], [3.885, -1.043, -0.060], [4.148, 0.475, 0.880], [1.534, 2.297, 1.698], [0.035, 1.447, 1.627], [1.464, 0.746, 2.284]], "spin_multiplicity": 3, "s_squared": 2.015, "e_lumo_ev": [0.81, -1.77]}

=====

Here are the calculated max |F| numbers, same order: 0.082 0.021 0.122 0.033 0.004 0.110 0.093 (Eh/bohr).